Version w
This record from the Open Molecules 2025 dataset describes a single C5H6F2 molecule. The level of theory is wB97M-V/def2-TZVPD.

```
! RIJCOSX wB97M-V def2-TZVPD def2/J DEFGRID3
* xyz 0 1
F 2.45517 -1.53400 -0.48221
C 1.33257 -1.60508 0.31428
C -0.01933 -1.93493 -0.22900
F -0.13097 -2.67283 -1.37375
C 0.04268 -0.43983 -0.25890
C 0.08443 0.83468 -1.07303
C -0.49224 0.85345 0.32398
H 1.68736 -1.42443 1.40410
H -0.82698 -2.25448 0.51614
H -0.61128 0.83457 -1.84887
H 1.06187 1.32824 -1.39036
H 0.12848 1.36587 1.26889
H -1.58842 0.92700 0.44250
*
```

Its LUMO energy is 0.0350 Eh. As for the structure (SMILES): F[C@@H]1[C@H](F)C12CC2. The calculation puts the HOMO-LUMO gap at 9.8 eV.

Here are the Löwdin charges for atoms 1 to 4, given in e:
1 F -0.0158
2 C -0.0827
3 C -0.2893
4 F 0.0283

Version x
This record from the Open Molecules 2025 dataset describes a single C5H6F2 molecule. The level of theory is wB97M-V/def2-TZVPD.

```
! RIJCOSX wB97M-V def2-TZVPD def2/J DEFGRID3
* xyz 0 1
C 0.86477 1.38950 -0.73555
C 0.25845 0.35417 0.16110
C -1.17748 0.18677 0.39898
C -1.52573 -1.08077 0.22867
F -2.76824 -1.49442 0.37942
C 0.87861 -0.76307 0.50965
F 2.23122 -0.88110 0.12039
H 1.96008 0.96346 -0.84898
H 0.76998 2.30368 -0.23240
H 0.32588 1.39165 -1.71633
H -1.74931 1.00069 0.59382
H -0.86386 -1.96024 -0.15535
H 0.79563 -1.41032 1.29658
*
```

Its LUMO energy is 0.0360 Eh. As for the structure (SMILES): CC(/C=C/F)=C\F. The calculation puts the HOMO-LUMO gap at 10.0 eV.

Here are the Löwdin charges for atoms 1 to 4, given in e:
1 C -0.0218
2 C -0.2943
3 C -0.0216
4 C -0.1689

Energetically preferred structure: version x | next structure: +38.2 kcal/mol

Version w
This record from the Open Molecules 2025 dataset describes 7 unconnected molecules or ions with the total composition C5H24NO7. The level of theory is wB97M-V/def2-TZVPD.

```
! RIJCOSX wB97M-V def2-TZVPD def2/J DEFGRID3
* xyz -1 1
C 2.62715 1.00685 -1.03466
O 2.44417 2.28230 -1.65026
C 1.56531 -0.01089 -1.42356
C 1.26424 -1.03155 -0.33203
C 0.40849 -0.40808 0.78131
C -0.68368 -0.83005 2.90729
N 0.14860 -1.38661 1.84109
H 3.62931 0.73286 -1.38998
H 2.70314 1.16147 0.05607
H 1.83575 -0.52706 -2.34794
H 0.65171 0.52995 -1.67267
H 0.68834 -1.86173 -0.75391
H 2.18925 -1.45609 0.06824
H -0.56148 -0.16318 0.34738
H 0.89634 0.50964 1.16961
H -1.61288 -0.49860 2.43530
H -0.20892 0.02487 3.42411
H -0.93567 -1.59931 3.63314
H 1.00158 -1.74474 2.24870
H 1.49837 2.59559 -1.55743
H -0.28774 3.28756 -0.39966
O -0.11548 3.10247 -1.32898
H -0.85184 2.34367 -1.53410
H -2.30589 1.66738 -2.54241
O -1.82734 1.33031 -1.76252
H -2.87612 1.05393 -0.73060
H -3.21659 1.47446 0.79839
O -3.54558 0.90503 0.09236
H -1.72282 -0.34220 -2.35150
H -2.25388 -1.70876 -1.92767
O -1.77049 -1.28609 -2.66580
H 3.79818 -2.26981 1.95131
H 3.13271 -0.95628 1.63509
O 3.35792 -1.51917 2.37220
H -2.42382 -1.80214 0.94233
H -3.41204 -0.81886 0.29537
O -3.22827 -1.78717 0.40639
*
```

Its LUMO energy is 0.1041 Eh. The calculation puts the HOMO-LUMO gap at 9.0 eV.

Here are the Löwdin charges for atoms 1 to 4, given in e:
1 C -0.2829
2 O -0.1245
3 C -0.1829
4 C -0.1920

Version x
This record from the Open Molecules 2025 dataset describes 7 unconnected molecules or ions with the total composition C5H24NO7. The level of theory is wB97M-V/def2-TZVPD.

```
! RIJCOSX wB97M-V def2-TZVPD def2/J DEFGRID3
* xyz -1 1
C -0.50024 0.08709 -2.62948
C -0.36978 1.12402 -1.54665
N -0.22011 0.74640 -0.14963
C -1.33926 0.24923 1.96096
C -1.24996 -0.11417 0.48256
C -1.12581 -1.64371 0.01989
O -1.22329 -2.39720 1.20728
H -1.51070 -0.36000 -2.71560
H 0.20102 -0.76941 -2.50105
H -0.40452 0.53244 -3.64097
H -1.12081 1.92969 -1.59355
H 0.49975 1.77160 -1.83007
H 0.66009 0.21824 -0.11584
H -2.34562 -0.03865 2.35935
H -0.57799 -0.04118 2.66453
H -1.35426 1.33582 2.05001
H -2.17980 0.25025 -0.03557
H -1.94941 -1.97746 -0.67039
H -0.19880 -1.72403 -0.56262
H 1.61103 -1.72248 1.16391
H 2.80840 -1.77025 -0.09046
O 1.95026 -1.33930 -0.16657
H 1.26027 2.54265 2.72238
H 0.43503 2.37298 1.47658
O 0.56279 2.97491 2.22137
H -0.32644 -2.21765 1.70825
H 1.61037 -2.85785 2.33035
O 1.27079 -1.98527 2.12661
H 1.88689 0.06853 1.63912
H 2.76123 0.99603 0.78196
O 2.54569 0.82207 1.70346
H -3.09773 1.68935 -1.52246
H -3.83137 0.61281 -0.77850
O -3.65073 0.91350 -1.67297
H 2.77913 -0.15017 -1.38020
H 2.48639 -0.15697 -2.78979
O 3.24749 0.02814 -2.22622
*
```

Its LUMO energy is 0.1155 Eh. The calculation puts the HOMO-LUMO gap at 8.6 eV.

Here are the Löwdin charges for atoms 1 to 4, given in e:
1 C -0.1127
2 C -0.3011
3 N -0.0501
4 C -0.0641

Energetically preferred structure: version w | next structure: +30.1 kcal/mol

Version w
This record from the Open Molecules 2025 dataset describes a gas-phase ion, C3H3N2OS (charge +1). The level of theory is wB97M-V/def2-TZVPD.

```
! RIJCOSX wB97M-V def2-TZVPD def2/J DEFGRID3
* xyz 1 1
C 1.43208 -0.14810 -0.05194
C 0.42976 -1.01535 -0.02538
C 0.80622 1.16488 0.10940
N -0.45880 1.01310 0.25391
N -0.67665 -0.29700 0.18098
O -3.06129 0.47156 -0.11548
S -2.31571 -0.70734 0.09101
H 2.31163 -0.57473 -0.38186
H 0.24935 -2.02155 -0.05202
H 1.28343 2.11452 -0.00862
*
```

Its LUMO energy (spin up / spin down) is -0.3053 / -0.3054 Eh. The calculation puts the HOMO-LUMO gap (spin up / spin down) at 7.2 / 7.2 eV.

Here are the Löwdin charges for atoms 1 to 4, given in e:
1 C 0.0503
2 C -0.0951
3 C -0.0066
4 N 0.0619

Version x
This record from the Open Molecules 2025 dataset describes a gas-phase ion, C3H3N2OS (charge +1). The level of theory is wB97M-V/def2-TZVPD.

```
! RIJCOSX wB97M-V def2-TZVPD def2/J DEFGRID3
* xyz 1 1
C -1.38743 -1.70131 -2.07317
C -0.70499 0.11202 -0.03160
C 1.42544 1.01290 1.37204
N -0.69147 -2.60012 -2.21110
N -2.04471 -0.58164 -1.82394
O -1.62704 0.08794 -0.83463
S -0.18100 0.15898 1.48614
H 1.59087 1.48328 2.33877
H 1.41645 1.75505 0.58068
H 2.20389 0.27290 1.19681
*
```

Its LUMO energy (spin up / spin down) is -0.2571 / -0.2647 Eh. The calculation puts the HOMO-LUMO gap (spin up / spin down) at 8.4 / 7.8 eV.

Here are the Löwdin charges for atoms 1 to 4, given in e:
1 C -0.2366
2 C -0.3258
3 C -0.2580
4 N 0.2577

Energetically preferred structure: version w | next structure: +95.0 kcal/mol